42
Properties=species:S:1:pos:R:3:nbo_charge:R:1 method="wB97M-V/def2-TZVPD" homo_ev=-7.839 homo_lumo_gap_ev=7.2 charge=0
Zn 0.47539 -0.84013 -0.99022 1.68
C 5.06474 -0.55865 1.04329 -0.17
C 4.31261 -0.24468 2.17383 -0.26
C 3.04334 0.24979 2.01228 -0.18
C 2.43397 0.41624 0.75101 -0.19
C 3.16976 -0.00279 -0.38701 0.32
C 4.49797 -0.44645 -0.19787 -0.24
C 1.20320 1.21845 0.73975 0.27
C 1.17213 2.41353 1.50182 -0.25
C 0.07609 3.22318 1.46159 -0.13
C -0.98088 2.92142 0.57593 -0.03
C -2.08289 3.76937 0.36537 -0.18
C -3.03191 3.45036 -0.56650 -0.21
C -2.92341 2.26365 -1.30802 -0.18
C -1.88050 1.40264 -1.09912 -0.21
C -0.88845 1.70790 -0.15069 0.16
N 0.14168 0.85219 0.04481 -0.59
H 6.08695 -0.88823 1.14694 0.22
H 4.72576 -0.37156 3.16192 0.22
H 2.46981 0.52151 2.88739 0.21
H 5.05372 -0.68715 -1.08956 0.23
H 2.02261 2.67973 2.10762 0.23
H 0.02548 4.11975 2.06182 0.22
H -2.15572 4.68133 0.93884 0.21
H -3.86055 4.11613 -0.75264 0.22
H -3.67146 2.03699 -2.05334 0.22
H -1.77607 0.49078 -1.67717 0.21
Br -2.55626 -0.39104 1.60590 0.08
C -2.51496 -1.73709 0.27338 0.16
C -3.66662 -2.47472 0.05117 -0.27
C -3.59357 -3.54368 -0.82905 -0.14
C -2.36433 -3.87190 -1.37512 -0.21
C -1.27393 -3.06135 -1.09224 0.11
N -1.36241 -1.97447 -0.32774 -0.57
C 0.14560 -3.46222 -1.51915 0.74
O 0.28945 -4.56734 -1.99207 -0.62
O 1.04422 -2.60051 -1.26420 -0.86
H -4.58064 -2.22729 0.56838 0.24
H -4.47592 -4.12667 -1.04269 0.23
H -2.21702 -4.73288 -2.00597 0.26
O 2.86170 0.00898 -1.68242 -0.24
O 1.54131 0.26688 -2.07026 -0.71

---

88
Properties=species:S:1:pos:R:3:lowdin_charge:R:1 method="wB97M-V/def2-TZVPD" homo_ev="-7.568 / -7.488" homo_lumo_gap_ev="6.9 / 6.8" charge=0 spin_multiplicity=2 e_above_lowest_ev=0.230
Ru 0.42929 -0.45340 0.13243 1.27
N 3.60453 -2.52812 -2.13355 0.08
C 2.64323 -1.72659 -1.59748 -0.80
S 2.54313 -1.65825 0.11926 0.78
N 1.90053 -1.08984 -2.46262 0.03
N 0.95621 -0.30046 -1.86345 -0.06
C 0.21309 0.40220 -2.64117 -0.17
C 0.28660 0.38829 -4.12466 -0.17
C 0.27926 -0.80551 -4.84113 -0.03
C 0.26559 -0.78782 -6.22674 -0.07
C 0.27741 0.42010 -6.91450 -0.09
C 0.31165 1.61330 -6.20695 -0.08
C 0.30843 1.59419 -4.81865 -0.04
C -0.76988 1.27920 -1.97097 -0.23
C -1.90836 1.73866 -2.62061 -0.02
C -2.80164 2.52813 -1.92415 -0.04
C -2.51711 2.87431 -0.61252 -0.03
C -1.36284 2.37191 -0.04493 -0.12
N -0.52032 1.56686 -0.68935 0.05
H 4.30560 -2.90411 -1.52136 0.08
H 3.82989 -2.39343 -3.10418 0.10
H 0.26966 -1.74638 -4.30672 0.11
H 0.23932 -1.72196 -6.77369 0.10
H 0.25708 0.43023 -7.99712 0.10
H 0.33636 2.55887 -6.73385 0.10
H 0.34710 2.52714 -4.26660 0.12
H -2.09474 1.45215 -3.64616 0.13
H -3.71431 2.86596 -2.39871 0.11
H -3.17090 3.51841 -0.04066 0.11
H -1.06932 2.64232 0.96134 0.09
C 0.21182 -4.91968 -1.44085 -0.01
C -0.35185 -3.56885 -1.06605 -0.37
O 0.18525 -2.96006 -0.14707 -0.12
C -1.50347 -3.03237 -1.77965 -0.10
C -2.16207 -3.81219 -2.75071 -0.05
C -3.29217 -3.37600 -3.39469 -0.10
C -3.79511 -2.10675 -3.07212 -0.08
C -3.16989 -1.31775 -2.13947 -0.02
C -2.00203 -1.74665 -1.45634 -0.32
O -1.48208 -0.93405 -0.58054 -0.19
H 1.13223 -5.06901 -0.88285 0.08
H 0.41743 -4.97743 -2.51038 0.09
H -0.49510 -5.71279 -1.18733 0.09
H -1.77355 -4.79629 -2.98146 0.10
H -3.78817 -4.00085 -4.12481 0.10
H -4.69124 -1.74498 -3.56410 0.10
H -3.55275 -0.33757 -1.88518 0.10
N -3.81566 -1.65900 5.59731 0.08
C -2.87953 -2.50141 5.12210 -0.83
S -2.75400 -4.03423 5.66249 0.70
C -2.00695 -1.93823 4.02554 -0.22
C -2.29340 -0.73076 3.41704 0.00
C -1.49144 -0.27131 2.38629 -0.11
N -0.41846 -0.93563 1.96639 -0.07
C -0.12974 -2.09817 2.56125 -0.11
C -0.90074 -2.62929 3.57724 -0.02
H -4.35130 -1.99900 6.38040 0.09
H -3.67705 -0.66363 5.54338 0.09
H -3.15211 -0.13704 3.69536 0.11
H -1.71732 0.65244 1.87816 0.10
H 0.75168 -2.60636 2.19825 0.09
H -0.63904 -3.57854 4.02440 0.09
O 1.66829 0.93169 0.90427 -0.42
C 1.88711 1.81179 1.95688 -0.58
C 0.92784 1.68053 3.14963 -0.45
C -0.18080 2.41228 3.47114 -0.15
C -0.79610 2.00397 4.69052 -0.19
C -0.13870 0.96317 5.27257 -0.41
S 1.22876 0.50060 4.36067 1.08
C 3.31333 1.63119 2.49267 -0.49
C 4.22766 0.70676 2.10430 -0.12
C 5.46692 0.81586 2.80818 -0.18
C 5.46346 1.83014 3.71202 -0.42
S 3.96978 2.66643 3.70783 1.04
C 1.79845 3.22181 1.36861 -0.48
C 1.67897 4.44588 1.96091 -0.15
C 1.81373 5.52301 1.03536 -0.18
C 2.04406 5.08266 -0.23276 -0.41
S 2.09250 3.37693 -0.31202 1.08
H -0.53906 3.23645 2.87255 0.10
H -1.67045 2.47944 5.11596 0.10
H -0.36938 0.45772 6.19893 0.07
H 4.01637 -0.02300 1.33915 0.03
H 6.31521 0.16609 2.64009 0.10
H 6.25502 2.14414 4.37490 0.06
H 1.51363 4.58142 3.02159 0.11
H 1.74722 6.56739 1.30996 0.10
H 2.17946 5.67276 -1.12647 0.06

---

89
Properties=species:S:1:pos:R:3:lowdin_charge:R:1 method="wB97M-V/def2-TZVPD" homo_ev=-7.932 homo_lumo_gap_ev=8.3 charge=0 smiles="[H]/N=C(/N)NCCCC[C@H]1OS(=O)(=O)[C@@H](N=C(C)C)[C@@H](NCC)[C@@H]1COC(F)(F)F.O=S1(=O)CCCC1.O=S1(=O)CCCC1"
C 2.17697 -1.39218 2.99395 -0.15
C 0.74362 -1.21824 3.76996 -0.25
N -0.20014 -0.19848 3.09821 -0.06
C -0.79856 -0.77909 1.82169 -0.25
C -2.39357 -1.13290 1.91318 -0.16
C -2.85777 -2.30793 0.83232 -0.14
O -2.94092 -1.78253 -0.54010 -0.04
C -4.05195 -2.51470 -1.22551 -0.22
F -3.95343 -2.36846 -2.70930 0.04
F -5.34061 -1.91087 -0.79245 0.03
F -3.98122 -4.00196 -0.97041 0.02
C -3.40899 0.15057 1.83362 -0.27
C -3.44060 1.02840 3.25760 -0.13
C -5.04933 1.40880 3.51271 -0.19
C -5.50348 2.57089 2.43040 -0.18
C -6.41004 2.01841 1.18114 -0.24
N -7.63700 1.22039 1.58849 -0.05
C -7.82297 0.07527 0.57089 -0.38
N -7.87159 -1.22497 1.07773 0.08
N -7.94907 0.27418 -0.92401 0.03
O -3.26044 0.99873 0.64190 -0.26
S -1.65617 1.50184 0.38229 0.86
O -1.15604 2.63253 1.31213 -0.35
O -1.62378 2.10361 -1.07715 -0.38
C -0.40539 0.11159 0.46231 -0.30
N 1.03174 0.54294 0.64760 0.04
C 1.43051 1.46488 -0.28722 -0.23
C 1.37824 1.29987 -1.91772 -0.06
C 1.99155 2.92058 0.31297 -0.06
H 2.00452 -2.00637 1.98551 0.08
H 2.88354 -2.08407 3.65125 0.09
H 2.71630 -0.37204 2.73030 0.08
H 0.99047 -0.73498 4.83328 0.13
H 0.14105 -2.20998 3.92663 0.11
H -0.92308 -0.02323 3.82993 0.08
H -0.23617 -1.81981 1.65933 0.15
H -2.56489 -1.62479 2.98748 0.17
H -2.11746 -3.21837 0.95547 0.15
H -3.92000 -2.68477 1.22544 0.15
H -4.50799 -0.31278 1.76239 0.16
H -3.05221 0.35299 4.15824 0.12
H -2.89112 2.05759 3.17301 0.12
H -5.12396 1.90473 4.59035 0.11
H -5.74850 0.46639 3.46854 0.10
H -4.50407 3.01370 1.95419 0.12
H -6.02829 3.51013 2.94566 0.12
H -6.78753 2.98537 0.59119 0.13
H -5.83153 1.37261 0.39314 0.11
H -8.44575 1.89225 1.47143 0.12
H -7.75220 -1.10034 2.10946 0.03
H -8.64326 -0.43042 -1.31674 0.09
H -7.05333 0.08054 -1.43441 0.07
H -0.53672 -0.55213 -0.52052 0.15
H 0.46664 0.60283 -2.24740 0.10
H 1.09533 2.37664 -2.34896 0.10
H 2.38035 0.95994 -2.41777 0.06
H 3.16593 2.98380 0.32421 0.08
H 1.48403 3.84103 -0.24777 0.10
H 1.59817 3.00047 1.43558 0.09
C 2.42428 1.02258 -7.40275 -0.23
C 3.94438 0.86905 -7.38457 -0.22
C 4.41772 1.15979 -5.96138 -0.22
S 3.05879 0.72833 -4.88489 0.67
O 2.57381 1.93519 -4.24897 -0.35
O 3.40626 -0.45967 -4.13099 -0.33
C 1.91952 0.27453 -6.17784 -0.23
H 1.98707 0.62652 -8.32395 0.12
H 2.15901 2.08410 -7.33040 0.12
H 4.21041 -0.15897 -7.65905 0.12
H 4.42717 1.53642 -8.10530 0.12
H 5.29352 0.56112 -5.69854 0.11
H 4.63679 2.22192 -5.82158 0.11
H 0.90272 0.55135 -5.89417 0.11
H 1.98961 -0.80791 -6.32087 0.11
C 7.78166 -1.33439 1.07919 -0.23
C 7.78412 -2.40675 2.16760 -0.22
C 6.55298 -2.17541 3.04216 -0.22
S 5.33441 -1.39626 1.99351 0.67
O 5.09892 -0.05324 2.48031 -0.32
O 4.25520 -2.33014 1.74129 -0.36
C 6.35971 -1.29797 0.53930 -0.23
H 8.50578 -1.55544 0.28963 0.12
H 8.04246 -0.36320 1.51648 0.12
H 7.72531 -3.39838 1.70270 0.12
H 8.70226 -2.37733 2.76262 0.12
H 6.15168 -3.11567 3.42868 0.11
H 6.77217 -1.49551 3.87002 0.11
H 6.13424 -0.38596 -0.01602 0.11
H 6.15017 -2.17675 -0.07786 0.11

---

88
Properties=species:S:1:pos:R:3:lowdin_charge:R:1 method="wB97M-V/def2-TZVPD" homo_ev=-9.534 homo_lumo_gap_ev=9.9 charge=0
C 0.41728 -2.50690 3.89231 -0.10
C 0.19821 -1.34004 2.90745 -0.29
C -1.27516 -1.27580 2.38860 -0.21
Si -1.58381 -2.61870 1.10704 0.38
O -1.54252 -4.17212 1.74674 -0.18
C -0.17979 -2.55689 -0.18055 -0.17
C -0.09375 -1.22302 -0.93487 -0.19
O 0.20287 -0.08299 -0.09415 -0.02
C 1.52064 0.17709 0.00098 -0.54
O 2.35617 -0.64389 0.13541 0.13
C 1.87659 1.65636 -0.10921 -0.12
C 1.96672 2.21918 1.33869 -0.07
O -2.99908 -2.44167 0.22536 -0.23
Si -4.40591 -2.18656 1.12095 0.61
C -4.82585 -0.35089 1.01592 -0.21
C -6.08969 0.09479 1.79661 -0.26
C -6.88580 1.18581 1.08158 -0.28
O -6.22689 2.44530 1.13594 -0.06
C -4.35988 -2.91689 2.89294 -0.17
C -5.74629 -3.26493 3.39646 -0.85
O -6.23486 -4.28455 3.23588 0.08
Cl -6.70287 -2.05323 4.34838 0.67
B -5.86199 -3.18904 0.16280 -0.60
O -5.44377 -4.33091 -0.49368 0.12
O -7.20550 -2.80234 0.13579 0.10
H 0.17910 -3.48214 3.46046 0.05
H -0.09098 -2.33248 4.84686 0.08
H 1.49136 -2.53334 4.13085 0.07
H 0.43262 -0.39524 3.41449 0.11
H 0.92424 -1.44129 2.09680 0.07
H -1.48345 -0.26874 2.00563 0.08
H -1.88835 -1.36945 3.29861 0.07
H -0.86706 -4.68226 1.27983 0.02
H 0.79276 -2.75325 0.28600 0.08
H -0.39118 -3.37262 -0.88907 0.10
H -0.97935 -1.01520 -1.54158 0.13
H 0.73223 -1.29432 -1.65800 0.13
H 2.78694 1.80038 -0.69115 0.09
H 1.03765 2.14087 -0.62243 0.12
H 2.55854 1.50403 1.92454 0.08
H 2.56342 3.13611 1.29434 0.07
H 0.99140 2.38633 1.79527 0.08
H -5.03438 -0.15111 -0.04803 0.09
H -3.97982 0.30941 1.25828 0.08
H -6.77128 -0.76486 1.84525 0.06
H -5.88429 0.41852 2.82105 0.10
H -7.19012 0.87980 0.06873 0.12
H -7.82887 1.27358 1.65317 0.12
H -6.91350 3.12061 1.11610 0.08
H -3.78712 -3.84540 2.98467 0.08
H -4.00155 -2.13252 3.57380 0.08
H -5.98447 -5.09358 -0.23341 0.11
H -7.57341 -2.97626 1.01784 0.09
C -6.85852 -3.70420 7.65263 -1.57
Cl -6.93741 -5.25731 6.81796 0.53
Cl -8.25842 -3.49079 8.70780 0.52
Cl -5.35717 -3.56656 8.57358 0.52
H -6.87167 -2.91666 6.90868 -0.05
C 5.53152 0.46741 -0.36811 -1.54
Cl 6.61161 -0.46469 0.67109 0.53
Cl 5.74176 2.20395 -0.08510 0.52
Cl 5.81121 0.08138 -2.06695 0.51
H 4.50882 0.20051 -0.12149 -0.03
C -1.47200 -7.80106 3.31471 -1.53
Cl -0.06793 -6.87220 2.77096 0.55
Cl -2.97155 -6.93344 2.98296 0.55
Cl -1.49412 -9.39363 2.55426 0.53
H -1.38982 -7.93786 4.38570 0.01
C 8.29873 1.72541 -5.16037 -1.56
Cl 9.71209 1.07250 -5.99263 0.51
Cl 6.99348 0.53751 -5.12109 0.51
Cl 8.71939 2.24233 -3.52445 0.52
H 7.95247 2.59031 -5.70921 -0.09
C 9.08429 3.37626 -9.35008 -1.52
Cl 8.27476 3.85737 -10.84277 0.53
Cl 8.05422 3.71113 -7.95616 0.54
Cl 9.53047 1.66980 -9.40130 0.52
H 9.99086 3.96030 -9.25153 0.02
C 7.13688 6.81213 -5.98699 -1.54
Cl 7.45315 5.52053 -4.82062 0.52
Cl 6.01785 6.25945 -7.23572 0.51
Cl 6.50708 8.24475 -5.17439 0.51
H 8.07333 7.07497 -6.46354 0.01
C 3.38467 11.30934 -4.76845 -1.55
Cl 3.39191 9.76621 -5.62274 0.51
Cl 1.97689 11.43310 -3.71069 0.52
Cl 4.87722 11.51558 -3.84583 0.51
H 3.32779 12.10347 -5.50234 0.01